Entry P
One molecule with the formula C2H2OS. Source: OMol25; level of theory: ωB97M-V/def2-TZVPD.

Element x y z (Å)
O 0.16508 1.78081 0.29402
C 0.49069 0.63207 0.11652
C -0.38438 -0.52281 -0.01202
S -1.91310 -0.80026 0.42197
H 1.48456 0.24089 -0.14190
H 0.15714 -1.33070 -0.67860

- Orbital gap: 7.61 eV
- SMILES: O=CC=S


Entry Q
A 2-piece molecular cluster, C2H2OS overall. Source: OMol25; level of theory: ωB97M-V/def2-TZVPD.

Element x y z (Å)
C 0.81794 0.20187 0.00428
C -0.32381 0.37551 -0.58139
O -0.91505 -1.42511 1.36152
S -0.24702 -1.30584 0.07558
H 1.73921 0.63376 0.32206
H -1.07127 1.51981 -1.18205

- Orbital gap: 9.96 eV


Entry R
One molecule with the formula C2H2OS. Source: OMol25; level of theory: ωB97M-V/def2-TZVPD.

Element x y z (Å)
O 1.31195 -1.32067 -0.02210
C 0.69565 -0.35358 0.05684
C -0.56991 0.19701 0.02268
S 0.87446 1.37931 -0.00204
H -1.13467 0.05144 -0.89899
H -1.17749 0.04649 0.84361

- Orbital gap: 10.48 eV
- SMILES: O=C1CS1


Most stable to least stable, the ends of the list are entry R and entry Q.


Entry P
A 2-piece molecular cluster, H5NO overall. Source: OMol25; level of theory: ωB97M-V/def2-TZVPD.

Element x y z (Å)
N 0.36594 -1.63517 -0.64957
H -0.22467 -0.95896 -1.12222
H -0.01356 -2.53529 -0.92311
H 0.16180 -1.49269 0.33692
O 0.24995 2.39290 0.80201
H 0.08221 1.49785 0.51902
H -0.62167 2.73136 1.03694

- Orbital gap: 11.21 eV
- SMILES: N.O


Entry Q
A 2-piece molecular cluster, H5NO overall. Source: OMol25; level of theory: ωB97M-V/def2-TZVPD.

Element x y z (Å)
N 0.00000 0.00000 0.00000
H 0.15208 -0.14613 1.00307
H -0.99109 -0.18808 -0.18161
H 0.15236 0.99708 -0.18233
O 1.24678 -2.48887 1.63226
H 1.30504 -1.89146 0.85254
H 1.91524 -3.18968 1.45827

- Orbital gap: 11.55 eV
- SMILES: N.O


Most stable to least stable, the ends of the list are entry Q and entry P.


Entry P
C33H42NOSSb3W as an isolated structure. Source: OMol25; level of theory: ωB97M-V/def2-TZVPD.

Element x y z (Å)
W 0.39377 0.38893 -0.60009
C -0.89256 2.01861 3.31958
C 0.01207 3.22731 3.06529
C 1.52036 2.92804 2.87848
Sb 1.81800 2.36257 0.79356
C 2.25736 4.14896 -0.27270
C 3.32256 4.90742 0.23153
C 3.70024 6.04371 -0.48483
C 2.94344 6.48113 -1.58025
C 1.79046 5.75891 -1.95421
C 1.39927 4.62270 -1.24043
C 3.94382 1.81259 0.78634
C 4.33847 0.86118 1.74036
C 5.59424 0.25073 1.61546
C 6.49802 0.59219 0.59572
C 6.10089 1.59534 -0.25404
C 4.82214 2.19248 -0.16496
Sb -0.41400 0.19918 1.97163
C -1.31767 1.09707 -1.19055
C -2.03479 2.28212 -0.99254
C -2.37760 3.04141 -2.09691
C -1.81961 2.76121 -3.39251
C -1.08910 1.55041 -3.57015
C -0.96810 0.60256 -2.51070
C -2.02071 -1.28859 2.00337
C -3.00999 -1.41188 0.98261
C -4.09380 -2.23223 1.11146
C -4.17869 -3.03213 2.26010
C -3.21440 -3.03564 3.22582
C -2.14776 -2.12435 3.09546
H -2.01780 2.17370 3.31707
H -0.74602 1.64675 4.35556
H -0.09003 3.89904 3.96668
H -0.42627 3.70818 2.18138
H 1.87597 2.19067 3.55386
H 2.07187 3.82342 2.96042
H 3.88733 4.56049 1.08046
H 4.58230 6.59064 -0.18379
H 3.27182 7.32056 -2.18199
H 1.18881 6.04922 -2.84087
H 0.47300 4.11901 -1.48261
H 3.71674 0.58065 2.60835
H 5.91541 -0.49090 2.36813
H 7.43963 0.06019 0.48578
H 6.72077 1.98588 -1.11925
H 4.56628 2.89226 -0.96790
H -2.33511 2.61455 0.02722
H -2.88634 4.01483 -1.90820
H -1.95868 3.46598 -4.22772
H -0.48323 1.41213 -4.44693
H -0.94544 -0.47165 -2.81828
H -2.95355 -0.76071 0.11626
H -4.84986 -2.19352 0.32012
H -5.06213 -3.61192 2.43022
H -3.18873 -3.73635 4.07372
H -1.45223 -2.01659 3.88880
C 1.54382 -2.81588 2.20323
Sb 1.14171 -2.28597 0.16088
C -0.06690 -4.02929 -0.29109
C 3.23690 -2.49092 -0.37744
H 2.00584 -3.81530 2.25162
H 0.62586 -2.89993 2.70564
H 2.22716 -2.02972 2.53000
H -0.93257 -3.82408 0.35060
H 0.47275 -4.91408 0.06446
H -0.40180 -4.16521 -1.27681
H 3.56925 -1.56809 -0.87450
H 3.42213 -3.33585 -1.05647
H 3.79128 -2.63705 0.58032
N 3.06174 0.84403 -2.41947
C 2.12822 0.64345 -1.69767
H 2.96625 1.06911 -3.43937
C -5.24315 -6.52295 -2.13354
S -6.59386 -6.33965 -3.35867
C -8.04155 -5.78208 -2.44796
O -6.11365 -5.09326 -4.05710
H -5.03967 -7.52646 -1.70443
H -5.61771 -5.87113 -1.34244
H -4.30950 -6.00360 -2.48530
H -7.77040 -5.42147 -1.40898
H -8.77191 -6.60676 -2.35546
H -8.48110 -5.00627 -3.04843

- Spin multiplicity: 3
- Orbital gap (alpha / beta): 5.32 / 4.89 eV
- Charge: +4


Entry Q
C33H42NOSSb3W as an isolated structure. Source: OMol25; level of theory: ωB97M-V/def2-TZVPD.

Element x y z (Å)
W 0.47841 0.09789 0.69046
C -0.09465 -0.53851 -3.05538
C -1.56005 -0.16799 -2.95773
C -2.00062 0.81098 -1.83169
Sb -2.07833 -0.15361 0.19323
C -3.64608 1.40889 0.95299
C -3.73843 1.22178 2.30989
C -4.35440 2.17119 3.14246
C -4.94689 3.28995 2.61645
C -4.98942 3.41740 1.21576
C -4.38626 2.45622 0.40017
C -3.41507 -1.85077 -0.45037
C -4.51200 -1.63350 -1.31754
C -5.56664 -2.56838 -1.42039
C -5.59497 -3.63379 -0.55587
C -4.53181 -3.90221 0.28586
C -3.46525 -3.00578 0.33328
Sb 0.93207 -1.60691 -1.28032
C 0.16337 -3.62236 -0.45112
C -0.66651 -4.48959 -1.14329
C -0.87557 -5.77482 -0.60255
C -0.25243 -6.18488 0.56343
C 0.58923 -5.31386 1.24649
C 0.80840 -4.05262 0.73184
C 0.76607 -0.08565 2.75173
C 1.15238 1.07120 3.44582
C 1.95816 0.89712 4.57740
C 2.07343 -0.33854 5.15559
C 1.31415 -1.39905 4.66239
C 0.73299 -1.30182 3.41802
H 0.53167 0.34390 -3.19255
H 0.04909 -1.27829 -3.86231
H -2.19098 -1.07278 -2.86918
H -1.78844 0.30657 -3.89204
H -2.96625 1.27754 -1.96187
H -1.24626 1.58527 -1.70579
H -3.21628 0.38985 2.76010
H -4.25742 2.05035 4.22458
H -5.38653 4.03713 3.29432
H -5.59763 4.20395 0.72061
H -4.47131 2.63090 -0.67902
H -4.55604 -0.78505 -2.03006
H -6.39004 -2.35520 -2.10280
H -6.45848 -4.29828 -0.59984
H -4.59314 -4.72633 0.99797
H -2.58260 -3.25818 0.91693
H -1.19195 -4.14088 -2.00909
H -1.54858 -6.46389 -1.15507
H -0.50546 -7.16861 0.99877
H 1.07966 -5.62453 2.20130
H 1.53453 -3.40479 1.28401
H 0.75689 2.03914 3.11947
H 2.32086 1.81851 5.11451
H 2.77736 -0.53461 5.99387
H 1.20093 -2.28624 5.27669
H 0.13014 -2.13744 3.00614
C 4.04673 -1.37518 1.16322
Sb 3.16025 0.22757 -0.11876
C 4.04250 0.38904 -2.13995
C 3.71756 1.88879 1.11532
H 5.06455 -1.08000 1.40489
H 3.93184 -2.36365 0.71476
H 3.47650 -1.37172 2.08940
H 5.05057 -0.07680 -2.21692
H 4.16545 1.46792 -2.26217
H 3.34282 -0.03866 -2.86215
H 4.80964 2.10689 1.05334
H 3.42001 1.72140 2.18247
H 3.12334 2.71635 0.66384
N 0.56432 3.18931 0.54594
C 0.61497 1.94084 0.33556
H 0.99694 3.61992 -0.33653
C 4.23555 3.96068 -2.91574
S 3.75389 4.88101 -4.59849
C 4.78704 6.43924 -4.45946
O 4.29238 3.83228 -5.50622
H 5.16210 3.44206 -3.14792
H 3.38491 3.27382 -2.79915
H 4.26661 4.60114 -2.02897
H 4.59805 6.91392 -3.46494
H 4.40813 7.06704 -5.28717
H 5.85631 6.26083 -4.60088

- Spin multiplicity: 3
- Orbital gap (alpha / beta): 4.54 / 3.59 eV
- Charge: +4


Most stable to least stable, the ends of the list are entry P and entry Q.


Entry P
H3N2O2P as an isolated structure. Source: OMol25; level of theory: ωB97M-V/def2-TZVPD.

Element x y z (Å)
N 0.50833 0.17997 1.31409
N -0.20206 0.19465 -1.26573
O 0.03638 1.36450 -0.97627
O -0.84561 -0.26075 -2.16157
P 0.53079 -0.93117 -0.00903
H -0.37746 0.58126 1.38164
H 1.36767 0.69124 1.39343
H -1.01804 -1.81970 0.32344

- Orbital gap: 10.09 eV


Entry Q
A 2-piece molecular cluster, H3N2O2P overall. Source: OMol25; level of theory: ωB97M-V/def2-TZVPD.

Element x y z (Å)
N 0.68496 -0.58260 0.06554
N -2.49414 -0.27672 0.03999
O -2.34687 -1.30920 0.61144
O -3.48714 0.08155 -0.57662
P -1.24755 1.01829 0.35497
H 0.24668 -1.48967 0.13971
H 0.78517 -0.31734 0.94985
H -1.38010 1.28196 -1.11629

- Orbital gap (alpha / beta): 8.75 / 8.44 eV


Most stable to least stable, the ends of the list are entry P and entry Q.


Entry P
One molecule with the formula C4H10N4O. Source: OMol25; level of theory: ωB97M-V/def2-TZVPD.

Element x y z (Å)
C -0.35939 -2.57166 -0.71765
N 0.21581 -1.58648 -1.32407
N 1.00295 -0.86258 -0.52448
N 1.81678 -0.01502 -1.29039
N 0.39409 -0.19929 0.55577
O 1.17615 -0.20900 1.70748
C -0.57581 0.80471 0.42979
C -1.43857 0.95888 -0.59488
C -0.66478 1.79335 1.57331
H -0.21660 -2.81033 0.35189
H -1.03426 -3.23265 -1.28285
H 2.09979 -0.53829 -2.11701
H 1.22143 0.72864 -1.65211
H 2.03561 -0.45702 1.32026
H -2.17052 1.75871 -0.60814
H -1.45106 0.28228 -1.44039
H -1.48404 2.50956 1.44573
H -0.83175 1.27566 2.52367
H 0.26409 2.37048 1.64399

- Orbital gap: 8.84 eV
- SMILES: C=NN(N)N(O)C(=C)C


Entry Q
C4H10N4O as an isolated structure. Source: OMol25; level of theory: ωB97M-V/def2-TZVPD.

Element x y z (Å)
C -0.64704 -0.34376 1.28240
C -0.78489 -0.61238 -1.69971
N -0.24581 0.59436 -1.06649
C -0.28445 0.83733 0.37346
C 1.62575 0.71463 -0.62273
N 0.23335 -1.47178 1.06881
O -0.64055 0.08691 2.62078
N -0.45706 1.99347 0.89360
N 2.38112 0.16475 -1.39208
H -0.50632 1.05338 2.58712
H -0.38879 1.43404 -1.62408
H -1.66459 -0.67328 1.01866
H -0.02203 -2.21380 1.71274
H 1.18541 -1.19019 1.28107
H -0.22375 2.78398 0.30167
H 3.16118 -0.43554 -1.16459
H -0.43664 -1.47334 -1.13200
H -1.87670 -0.58773 -1.71790
H -0.40817 -0.66104 -2.72073

- Orbital gap: 9.00 eV


Entry R
A 2-piece molecular cluster, C4H10N4O overall. Source: OMol25; level of theory: ωB97M-V/def2-TZVPD.

Element x y z (Å)
H 0.79144 1.08515 -2.05294
N 0.22268 1.52096 -1.32193
N -0.80399 0.78197 -1.15279
N -1.74624 1.17137 -0.36935
C -2.87399 0.65574 -0.11611
H -2.94925 -0.41612 0.06497
H -3.75277 1.23967 0.10659
C 1.61789 0.64836 0.94626
C 0.66554 -0.45342 1.04225
O -0.22901 -0.34376 2.08840
C 0.44239 -1.34018 0.04173
N 1.23890 -1.46521 -1.09133
H 2.62231 0.34344 0.65520
H 1.20593 1.28842 -0.05016
H 1.64286 1.24173 1.85489
H -1.12953 -0.48370 1.75260
H -0.39758 -2.01914 0.09636
H 2.16116 -1.06309 -1.00644
H 1.27125 -2.39222 -1.48818

- Orbital gap (alpha / beta): 6.86 / 6.86 eV
- SMILES: [H]/N=N/N=C.C/C(O)=C\N


Most stable to least stable, the ends of the list are entry Q and entry P.


Entry P
A 2-piece molecular cluster, C5H8BrN2 overall. Source: OMol25; level of theory: ωB97M-V/def2-TZVPD.

Element x y z (Å)
C 0.45976 -2.43983 1.16310
C 0.49264 2.80845 -0.62727
C 1.05362 0.43206 -0.35130
C 0.04305 4.02941 -0.66532
C -1.49877 -2.07788 -0.18786
N 0.64353 1.63686 -0.36386
N -0.20514 -1.74101 0.32637
Br 2.93105 0.27241 0.22658
H 1.40281 -2.14132 1.39425
H 0.14536 -3.22541 1.86785
H -1.00292 4.22299 -0.94442
H 0.52538 4.98670 -0.60061
H -1.91942 -1.07757 0.03076
H -1.50084 -2.18917 -1.27999
H -1.98411 -2.85104 0.34539
H 0.41401 -0.64565 -0.33368

- Orbital gap: 8.61 eV
- Charge: +1


Entry Q
An isolated ion of composition C5H8BrN2 and charge +1. Source: OMol25; level of theory: ωB97M-V/def2-TZVPD.

Element x y z (Å)
C -0.48271 1.31807 0.40992
C -1.86284 0.95849 0.35310
C 0.68378 0.84866 -0.07527
C -2.48941 -0.12622 -0.21611
C 1.21345 -1.22564 0.42716
N 2.48383 -1.38931 0.47590
N 0.87905 -0.44214 -0.70024
Br -4.35200 -0.23327 -0.09871
H -0.40800 2.34932 0.70621
H -2.45737 1.73719 0.82811
H 1.56972 1.53338 0.11713
H -2.12300 -1.06613 -0.55563
H 2.80761 -2.02254 1.18459
H 3.15640 -1.18250 -0.28430
H -0.01544 -0.85698 -0.90483
H 1.39692 -0.20037 -1.66703

- Orbital gap: 8.25 eV
- Charge: +1


Most stable to least stable, the ends of the list are entry Q and entry P.